1.
# H68O34

A 34-piece molecular cluster, H68O34 overall in a non-equilibrium geometry (ωB97M-V/def2-TZVPD, the Open Molecules 2025 dataset).

For the HOMO energy, the calculation gives -0.386 Eh. The lowest unoccupied orbital energy comes out at -0.0013 Eh. Its energy relative to the best compared isomer or geometry (same formula, charge and spin) is 32.1 kcal/mol. For the calculated total energy, the calculation gives -2599.10395 a.u. The calculation puts the gap between HOMO and LUMO at 10.5 eV.

Geometry as XYZ:
```
102
Properties=species:S:1:pos:R:3:lowdin_charge:R:1
H -1.864 -0.996 -3.784 0.03
O -1.946 -0.073 -3.465 -0.06
O -0.724 0.608 0.846 -0.03
O -2.789 -3.783 -1.485 -0.05
H 2.692 -6.071 1.250 0.08
H 0.768 1.321 6.345 0.07
O 4.992 0.106 -0.677 -0.06
H -0.923 3.050 -3.699 0.06
O 1.519 -2.346 1.348 -0.06
H 2.562 2.432 -2.347 0.03
H -0.161 -3.042 -3.723 0.00
H 0.684 -0.113 5.710 0.03
H -1.415 -3.171 5.162 0.02
H -0.563 4.387 -3.059 0.01
H -3.252 1.436 -0.972 0.07
H -3.773 5.749 2.318 0.05
H -0.925 3.012 -0.284 0.00
H 4.798 3.753 -1.809 0.06
H -2.308 4.477 -1.537 0.04
H 2.440 -5.585 -3.306 -0.02
O -2.786 2.178 2.427 -0.05
H -1.906 5.940 -1.248 0.06
H 4.924 1.046 -0.615 -0.01
O 0.271 0.463 -1.712 -0.08
H 3.066 -5.873 -1.142 0.01
H 3.736 3.359 -0.799 0.03
H 2.315 5.746 0.977 0.07
O -3.090 5.074 2.377 -0.04
O -0.741 -5.572 -1.653 -0.08
H 2.468 2.386 3.170 0.07
O -0.809 -2.459 5.069 -0.05
H 2.109 3.066 0.750 0.00
H -0.647 5.211 0.844 0.00
O -0.226 3.737 -3.702 -0.06
H 0.602 -2.657 1.337 0.00
O -0.623 -5.389 1.127 -0.06
H -3.838 -0.854 -0.710 0.02
H -0.691 -0.229 1.252 0.01
H -1.903 -4.125 -1.325 0.00
O 2.285 2.259 2.228 -0.06
H -2.966 1.831 -2.445 0.06
H -2.049 1.762 1.927 0.05
H -1.992 -2.352 0.610 0.04
O 2.073 6.735 1.004 -0.07
O 0.309 0.765 5.683 -0.05
H 2.781 0.042 -3.692 0.01
H -0.961 -4.522 1.332 -0.01
H -2.391 -0.193 -2.637 -0.04
O -3.067 -1.103 -1.179 -0.06
O 0.665 -2.444 -1.795 -0.06
H 0.046 -5.249 -2.168 0.05
H -2.824 -3.951 -2.444 0.07
O -4.331 0.207 1.863 -0.04
H -3.791 0.996 1.885 -0.02
H -0.021 2.597 0.726 0.02
H 0.273 -1.585 -1.546 0.03
H 2.133 -3.088 1.155 0.05
H 0.882 1.118 -2.155 0.00
H 4.011 -0.216 0.996 0.02
O -1.614 5.145 -1.713 -0.05
O -2.966 -1.629 2.951 -0.06
O 1.838 2.057 -2.863 -0.03
O 3.148 -0.621 -3.118 -0.07
H 2.692 7.202 0.451 0.03
H -0.357 0.501 -0.053 0.01
H 1.914 -4.236 -3.847 0.06
H -0.668 -3.433 -5.067 0.06
H 0.129 6.565 0.952 0.00
H -0.041 -2.724 4.461 0.09
H -0.403 0.352 -2.374 0.00
H -0.946 -6.454 -2.040 0.09
H -2.745 3.120 2.287 0.02
H 4.427 -5.224 -1.595 0.06
H 2.757 -0.772 1.519 0.02
H 2.264 -0.927 -2.733 0.05
H -3.038 -2.084 -1.414 0.04
O -1.318 -2.700 1.207 -0.07
O 2.265 3.686 0.022 -0.05
H -1.622 0.449 5.074 0.05
H -1.748 -2.375 2.012 0.01
O 2.260 -5.517 0.559 -0.08
O -0.870 -2.810 -4.345 -0.05
O -0.459 3.379 0.427 -0.01
H -3.579 -0.933 2.635 -0.01
O -2.837 2.178 -1.521 -0.07
O 1.686 -5.177 -3.682 -0.05
H -5.232 0.458 2.155 0.10
O 3.751 -5.875 -1.852 -0.08
O -2.520 0.451 4.608 -0.06
H -2.563 -1.177 3.653 -0.04
H 1.200 -2.775 -1.039 0.05
H 2.594 1.332 2.121 0.01
H -1.158 -5.722 0.385 0.03
O 3.448 -0.139 1.779 -0.06
O -0.715 6.142 1.117 -0.07
H -2.546 1.334 4.290 0.00
H 4.340 -0.160 -1.373 0.04
H 1.291 -5.635 0.760 0.03
O 4.359 2.951 -1.478 -0.09
H -2.360 5.438 1.868 -0.01
H 1.451 3.783 -0.464 0.04
H 1.384 2.768 -3.327 0.04
```

***

2.
# H6INSi2

A 2-piece molecular cluster, H6INSi2 overall in a non-equilibrium geometry (ωB97M-V/def2-TZVPD, the Open Molecules 2025 dataset).

For the HOMO energy, the calculation gives -0.337 Eh. The lowest unoccupied orbital energy comes out at -0.0253 Eh. Its energy relative to the best compared isomer or geometry (same formula, charge and spin) is 0.0 kcal/mol. Its structure (SMILES) is [SiH2]=N[SiH3].I. For the calculated total energy, the calculation gives -934.95389 a.u. The calculation puts the gap between HOMO and LUMO at 8.5 eV.

Geometry as XYZ:
```
10
Properties=species:S:1:pos:R:3:lowdin_charge:R:1
H 1.805 -1.893 0.467 -0.08
H 0.575 3.067 0.469 -0.11
H -2.854 -1.859 0.141 -0.29
Si 0.646 -1.098 -0.019 0.34
H 1.945 2.431 -1.366 -0.09
H -0.132 -1.215 -1.304 -0.08
N 1.050 0.473 0.414 -0.47
I -3.774 -0.470 0.370 0.29
H -0.566 -1.411 0.899 -0.12
Si 1.305 1.977 -0.072 0.62
```

***

3.
# H6KO3P2

H6KO3P2 as an isolated structure in a non-equilibrium geometry (ωB97M-V/def2-TZVPD, the Open Molecules 2025 dataset).

For the HOMO energy, the calculation gives -0.453 Eh. The charge is +1. The lowest unoccupied orbital energy comes out at -0.1562 Eh. For the calculated total energy, the calculation gives -1511.73413 a.u. The calculation puts the gap between HOMO and LUMO at 8.1 eV.

Geometry as XYZ:
```
12
Properties=species:S:1:pos:R:3:lowdin_charge:R:1
H 2.796 -0.619 -0.365 -0.09
H 1.730 0.861 0.551 -0.03
H 1.476 -1.631 0.873 -0.01
H -0.661 1.982 1.214 0.05
O -0.771 1.163 1.686 -0.17
H 0.966 -0.669 -1.288 -0.05
P 1.432 -0.458 0.064 0.60
P -0.715 -0.129 0.639 0.39
K -2.089 -0.816 -2.764 1.00
H -1.205 1.244 -1.057 0.05
O -1.410 -1.318 1.212 -0.32
O -1.549 0.391 -0.768 -0.42
```

***

4.
# H6LiO7S

H6LiO7S as an isolated structure in a non-equilibrium geometry (ωB97M-V/def2-TZVPD, the Open Molecules 2025 dataset).

For the HOMO energy, the calculation gives -0.084 Eh. The charge is -1. The lowest unoccupied orbital energy comes out at 0.0546 Eh. Its energy relative to the best compared isomer or geometry (same formula, charge and spin) is 5.9 kcal/mol. For the calculated total energy, the calculation gives -936.10549 a.u. The calculation puts the gap between HOMO and LUMO at 3.8 eV.

Geometry as XYZ:
```
15
Properties=species:S:1:pos:R:3:lowdin_charge:R:1
H -1.145 3.047 1.010 0.05
H 1.097 -0.870 -1.886 0.05
H 0.726 0.369 -2.673 0.04
O -0.843 -1.047 0.837 -0.53
O -0.423 -2.912 -0.540 -0.46
O -1.055 2.402 0.308 -0.05
O -0.301 -3.077 1.854 -0.45
Li 0.013 0.525 0.120 0.70
O 0.505 -0.118 -1.878 -0.07
S -1.014 -2.485 0.738 0.10
H 2.081 2.208 0.483 0.05
H -1.645 2.712 -0.379 0.05
H 2.620 0.793 0.496 0.06
O 1.821 1.301 0.641 -0.07
O -2.438 -2.848 0.868 -0.45
```

***

5.
# H6NO6P3Sn

H6NO6P3Sn as an isolated structure in a non-equilibrium geometry (ωB97M-V/def2-TZVPD, the Open Molecules 2025 dataset).

For the HOMO energy, the calculation gives -0.682 Eh. The charge is +2. The lowest unoccupied orbital energy comes out at -0.3648 Eh. Its energy relative to the best compared isomer or geometry (same formula, charge and spin) is 0.0 kcal/mol. For the calculated total energy, the calculation gives -1747.72043 a.u. The calculation puts the gap between HOMO and LUMO at 8.6 eV.

Geometry as XYZ:
```
17
Properties=species:S:1:pos:R:3:lowdin_charge:R:1
O -1.498 -0.165 -0.746 -0.41
P -0.788 -1.522 -0.093 0.30
H 3.160 -1.081 -1.191 0.12
O -1.450 -2.709 -0.558 -0.13
O -0.832 -1.370 1.465 -0.07
P 1.423 0.068 -0.708 0.60
H 1.698 0.431 1.535 0.11
H -1.432 1.155 1.416 0.08
O 2.949 -0.277 -0.687 -0.11
P -1.780 1.177 0.070 0.79
O 0.691 -1.438 -0.693 -0.29
O -0.884 2.226 -0.622 -0.64
H 1.241 1.780 0.658 0.08
N 1.127 0.778 0.767 -0.08
Sn -0.067 1.569 -2.362 1.41
H -3.111 1.569 -0.063 0.09
H -0.447 -2.192 1.813 0.14
```

***

6.
# H6O15PbS3

H6O15PbS3 as an isolated structure in a non-equilibrium geometry (ωB97M-V/def2-TZVPD, the Open Molecules 2025 dataset).

For the HOMO energy, the calculation gives 0.173 Eh. The charge is -4. The lowest unoccupied orbital energy comes out at 0.2992 Eh. Its energy relative to the best compared isomer or geometry (same formula, charge and spin) is 0.0 kcal/mol. For the calculated total energy, the calculation gives -2519.38343 a.u. The calculation puts the gap between HOMO and LUMO at 3.4 eV.

Geometry as XYZ:
```
25
Properties=species:S:1:pos:R:3:lowdin_charge:R:1
O -15.740 22.441 -1.970 -0.48
O -10.269 20.945 -4.964 -0.56
O -13.904 17.853 -6.349 -0.51
O -9.096 21.560 -7.013 -0.49
S -14.306 22.324 -2.336 0.20
H -11.847 18.835 -0.257 0.04
O -9.146 23.103 -5.143 -0.52
H -12.654 17.635 -0.766 0.04
O -11.982 18.966 -7.283 -0.41
O -13.454 23.067 -1.325 -0.49
S -9.946 22.097 -5.910 0.19
O -12.207 18.436 -1.054 -0.12
Pb -11.824 19.977 -3.261 1.57
O -11.183 22.699 -6.409 -0.42
O -11.058 22.052 -1.953 -0.21
O -13.208 20.042 -5.455 -0.47
O -11.933 18.136 -4.943 -0.57
O -13.893 20.876 -2.191 -0.56
H -11.944 22.508 -1.875 -0.02
H -8.815 19.612 -2.806 0.05
S -12.738 18.750 -6.048 0.18
O -9.412 18.883 -2.596 -0.12
H -9.213 18.624 -1.693 0.02
O -13.986 22.820 -3.660 -0.37
H -10.411 22.755 -1.854 0.04
```

***

Among the records above, which one has the highest gap between HOMO and LUMO?
H68O34

***

The highest lowest unoccupied orbital energy belongs to which entry?
H6O15PbS3

***

Please write out number 2 again, unchanged.
# H6INSi2

A 2-piece molecular cluster, H6INSi2 overall in a non-equilibrium geometry (ωB97M-V/def2-TZVPD, the Open Molecules 2025 dataset).

For the HOMO energy, the calculation gives -0.337 Eh. The lowest unoccupied orbital energy comes out at -0.0253 Eh. Its energy relative to the best compared isomer or geometry (same formula, charge and spin) is 0.0 kcal/mol. Its structure (SMILES) is [SiH2]=N[SiH3].I. For the calculated total energy, the calculation gives -934.95389 a.u. The calculation puts the gap between HOMO and LUMO at 8.5 eV.

Geometry as XYZ:
```
10
Properties=species:S:1:pos:R:3:lowdin_charge:R:1
H 1.805 -1.893 0.467 -0.08
H 0.575 3.067 0.469 -0.11
H -2.854 -1.859 0.141 -0.29
Si 0.646 -1.098 -0.019 0.34
H 1.945 2.431 -1.366 -0.09
H -0.132 -1.215 -1.304 -0.08
N 1.050 0.473 0.414 -0.47
I -3.774 -0.470 0.370 0.29
H -0.566 -1.411 0.899 -0.12
Si 1.305 1.977 -0.072 0.62
```